The following is a DFT calculation (wB97M-V/def2-TZVPD) of 11 unconnected molecules or ions with the total composition C16H54N10O11.

Properties
HOMO: -8.157 eV
Kohn-Sham gap: 0.284 Ha

Atoms and positions in Å:
N1 4.47600 19.11000 -3.13200
C1 5.57200 19.31000 -2.40300
N2 6.23500 18.22900 -2.27100
O1 5.97300 20.57000 -1.91400
H1 3.78100 19.87800 -3.33200
H2 3.98200 18.31200 -3.58500
H3 6.92400 18.30900 -1.57200
H4 5.88400 17.27300 -2.57400
N3 7.99200 17.47100 4.94600
C2 9.24400 17.35200 4.71100
N4 9.80500 16.17400 4.87100
O2 9.96200 18.45200 4.42000
H5 7.56800 18.39600 4.85800
H6 7.43600 16.70000 5.21800
H7 10.81300 16.05600 4.65200
H8 9.21100 15.30800 4.78600
N5 5.70700 21.69000 5.46100
C3 6.10600 20.85400 4.52100
N6 5.24400 20.73000 3.57300
O3 7.22900 20.05600 4.60400
H9 6.24300 21.98200 6.28600
H10 4.88300 22.32400 5.34600
H11 5.32500 20.01900 2.87600
H12 4.53800 21.45700 3.34500
N7 0.42800 17.75400 2.03200
C4 1.05400 18.86100 2.01400
N8 1.79300 18.98400 0.97400
O4 0.97200 19.72500 3.02700
H13 0.09100 17.52200 2.96800
H14 0.36700 17.07300 1.27300
H15 2.46400 19.74200 0.92600
H16 1.81900 18.42800 0.12800
N9 10.68700 18.39300 1.69900
C5 11.59600 19.07900 1.05500
N10 12.73800 19.09700 1.67700
O5 11.45200 19.53300 -0.17300
H17 9.80700 18.24500 1.20800
H18 10.58800 18.29800 2.73500
H19 13.56000 19.54900 1.15800
H20 12.84100 18.52400 2.59400
C6 8.98700 21.39900 1.55600
C7 7.72500 21.14000 0.79300
O6 7.78400 21.88000 -0.36600
H21 8.88700 20.85700 2.45500
H22 9.35100 22.41200 1.71100
H23 9.90900 21.06700 1.13900
H24 6.90000 21.45600 1.46700
H25 7.57000 20.13900 0.41500
H26 6.89700 22.03400 -0.72000
C8 8.82000 16.35100 -2.15400
C9 9.44700 16.88600 -0.88900
O7 8.65600 18.01100 -0.30300
H27 7.82000 16.24900 -1.83900
H28 9.12100 15.40400 -2.64000
H29 8.82100 17.03800 -2.96200
H30 10.52200 17.07000 -0.95200
H31 9.41900 16.00100 -0.20400
H32 8.62500 18.77300 -0.91900
C10 5.27700 16.17800 5.07200
C11 4.53100 17.49000 4.84000
O8 3.73100 17.91800 5.91300
H33 6.00500 16.11500 4.29600
H34 4.64900 15.36000 5.23200
H35 5.83600 16.20700 5.96800
H36 3.91800 17.24900 3.98100
H37 5.33100 18.23200 4.68600
H38 3.24400 18.70700 5.66900
C12 4.39800 14.80400 0.40900
C13 3.66400 16.10000 0.06000
O9 3.34300 16.68200 1.29400
H39 3.84500 13.92900 0.76400
H40 5.25200 15.10100 1.02000
H41 4.76000 14.46700 -0.59300
H42 2.79600 15.73200 -0.57300
H43 4.32500 16.62200 -0.52200
H44 2.50300 17.17100 1.14800
C14 7.90800 14.78300 1.55000
C15 8.96400 13.75300 1.31400
O10 9.84100 13.94500 2.46200
H45 7.12700 14.82800 0.76100
H46 8.30500 15.75900 1.60700
H47 7.48100 14.74200 2.50900
H48 9.56800 13.81700 0.39100
H49 8.46700 12.83300 1.34000
H50 9.84000 13.13400 3.01100
C16 6.30900 17.87300 1.74500
O11 5.11600 18.70800 1.56900
H51 6.31900 17.33500 0.79200
H52 6.13500 17.17800 2.58800
H53 7.31300 18.37600 1.88700
H54 4.41400 18.08300 1.34000

Which charges does Löwdin predict for the atoms? In e, they are: N 0.1132; C -0.5866; N 0.1711; O -0.1057; H 0.1333; H 0.1220; H 0.0566; H 0.1577; N 0.1929; C -0.6458; N 0.1559; O -0.1087; H 0.0596; H 0.0510; H 0.1319; H 0.1226; N 0.1501; C -0.5857; N 0.1784; O -0.1164; H 0.1267; H 0.1316; H 0.0518; H 0.1469; N 0.1654; C -0.7060; N 0.1599; O -0.0669; H 0.1455; H 0.1340; H 0.1402; H 0.1258; N 0.1641; C -0.7237; N 0.1215; O -0.0930; H 0.0659; H 0.0680; H 0.1496; H 0.1566; C -0.0662; C -0.3413; O -0.0849; H 0.0476; H 0.0855; H 0.0402; H 0.1101; H 0.0739; H 0.0580; C -0.0893; C -0.2339; O -0.1398; H 0.0272; H 0.0940; H 0.0627; H 0.1117; H 0.0884; H 0.1015; C -0.0775; C -0.3019; O -0.0514; H 0.0298; H 0.0661; H 0.0627; H 0.1020; H 0.0901; H 0.0811; C -0.0727; C -0.3148; O -0.0954; H 0.0840; H 0.0395; H 0.0892; H 0.1390; H 0.0594; H 0.0398; C -0.1030; C -0.2642; O -0.1014; H 0.0717; H 0.0451; H 0.0604; H 0.1182; H 0.0905; H 0.0937; C -0.0971; O -0.1658; H 0.0578; H 0.0574; H 0.0986; H 0.0123


The following is a DFT calculation (wB97M-V/def2-TZVPD) of 9 unconnected molecules or ions with the total composition C16H54N4O9.

Properties
HOMO: -8.928 eV
Kohn-Sham gap: 0.333 Ha

Atoms and positions in Å:
C1 -24.03866 15.36960 -19.16885
O1 -23.52642 14.13095 -19.21385
C2 -22.92149 13.74143 -17.94500
C3 -22.27695 12.37249 -17.90780
C4 -23.38278 11.32550 -18.10173
N1 -21.58439 12.12253 -16.60788
H1 -24.95689 15.42864 -18.58450
H2 -24.37267 15.63937 -20.17074
H3 -23.33115 16.10042 -18.77717
H4 -22.22132 14.52179 -17.64686
H5 -23.74553 13.83496 -17.23766
H6 -21.67319 12.41605 -18.81427
H7 -24.00918 11.40742 -18.99000
H8 -24.04397 11.36782 -17.23621
H9 -22.91336 10.34199 -18.12320
H10 -22.12204 12.31667 -15.77520
H11 -20.72237 12.62568 -16.45342
C5 -11.83768 9.16393 -20.15028
O2 -12.57555 9.97896 -19.21233
C6 -11.82882 10.98140 -18.49139
C7 -12.50512 12.24461 -18.18718
C8 -12.03910 13.10405 -16.97700
N2 -13.93377 12.06942 -17.91163
H12 -11.24526 9.85987 -20.74427
H13 -12.61847 8.65917 -20.71921
H14 -11.17845 8.43734 -19.67533
H15 -11.55701 10.59256 -17.51005
H16 -10.90697 11.23132 -19.01658
H17 -12.26193 12.75642 -19.11833
H18 -12.05928 12.64112 -15.99040
H19 -12.54940 14.06673 -17.00754
H20 -10.98380 13.33482 -17.12264
H21 -13.82700 11.63948 -17.00397
H22 -14.26624 11.31254 -18.49190
C9 -22.55657 13.36078 -11.43350
O3 -21.89658 12.13383 -11.60242
C10 -22.14412 11.22413 -10.52010
C11 -21.66923 9.77743 -10.89274
C12 -21.93533 8.84586 -9.71169
N3 -20.21693 9.77020 -11.24471
H23 -22.29884 14.00325 -12.27546
H24 -22.20856 13.87202 -10.53593
H25 -23.64004 13.43880 -11.34342
H26 -21.53083 11.47508 -9.65465
H27 -23.19281 10.99985 -10.32506
H28 -22.23957 9.41558 -11.74824
H29 -22.92777 9.03665 -9.30335
H30 -21.15607 9.13777 -9.00766
H31 -21.86133 7.79865 -10.00493
H32 -20.26483 10.57238 -11.85653
H33 -19.77690 10.05224 -10.38047
C13 -8.47546 6.72275 -11.18736
O4 -9.53776 7.00041 -10.23915
C14 -10.88527 7.30597 -10.54159
C15 -11.66022 5.98963 -10.87279
C16 -13.20284 6.24201 -10.93940
N4 -11.50796 4.98836 -9.78288
H34 -8.16403 7.59365 -11.76412
H35 -8.94596 6.01715 -11.87208
H36 -7.61936 6.37314 -10.61032
H37 -11.16404 7.57619 -9.52307
H38 -10.99032 8.09088 -11.29057
H39 -11.16992 5.54209 -11.73733
H40 -13.60335 6.76112 -11.81016
H41 -13.54414 6.84849 -10.10047
H42 -13.72928 5.28926 -10.99606
H43 -11.70055 4.02812 -10.02978
H44 -10.56503 4.82504 -9.45992
O5 -14.00519 13.19217 -9.83195
H45 -14.23302 14.01684 -10.26116
H46 -14.05057 13.38813 -8.89612
O6 -16.66193 10.17905 -7.89830
H47 -16.16521 10.92984 -7.57301
H48 -16.08481 9.77090 -8.54372
O7 -18.23675 13.70100 -13.37250
H49 -19.11211 13.39182 -13.13927
H50 -18.37737 14.58366 -13.71509
O8 -14.38158 7.42625 -16.14098
H51 -14.71004 8.06616 -15.50943
H52 -14.17787 7.94189 -16.92125
O9 -15.22116 10.97318 -13.31903
H53 -14.72144 11.07584 -12.50911
H54 -15.86780 11.67845 -13.29307

Which charges does Löwdin predict for the atoms? In e, they are: C -0.1879; O -0.1767; C -0.2028; C -0.4077; C -0.0668; N 0.0488; H 0.0859; H 0.0929; H 0.0874; H 0.1148; H 0.1192; H 0.1428; H 0.0782; H 0.0749; H 0.0734; H 0.0636; H 0.0614; C -0.0755; O -0.2062; C -0.2285; C -0.4622; C -0.0549; N 0.0521; H 0.0815; H 0.0884; H 0.0832; H 0.1246; H 0.1231; H 0.1327; H 0.0775; H 0.0792; H 0.0687; H 0.0623; H 0.0579; C -0.1358; O -0.1888; C -0.1894; C -0.4369; C -0.0652; N 0.0487; H 0.0818; H 0.0836; H 0.0852; H 0.1292; H 0.1213; H 0.1327; H 0.0739; H 0.0766; H 0.0817; H 0.0470; H 0.0579; C -0.0661; O -0.2390; C -0.1859; C -0.3898; C -0.0640; N 0.0157; H 0.0756; H 0.0746; H 0.0869; H 0.1260; H 0.1263; H 0.1162; H 0.0637; H 0.0712; H 0.0677; H 0.0636; H 0.0583; O -0.0533; H 0.0304; H 0.0268; O -0.0520; H 0.0224; H 0.0281; O -0.0453; H 0.0189; H 0.0309; O -0.0507; H 0.0262; H 0.0185; O -0.0522; H 0.0220; H 0.0196


The following is a DFT calculation (wB97M-V/def2-TZVPD) of 11 unconnected molecules or ions with the total composition C16H54O19.

Properties
HOMO: -9.573 eV
Kohn-Sham gap: 0.350 Ha

Atoms and positions in Å:
O1 -4.16688 -2.34772 4.37007
C1 -3.70357 -1.75368 3.19550
C2 -4.51721 -0.57688 2.78142
O2 -4.53825 0.45814 3.74524
H1 -4.10316 -1.66986 5.06107
H2 -2.64550 -1.41995 3.28458
H3 -3.77404 -2.50693 2.41243
H4 -5.55606 -0.86271 2.65382
H5 -4.12888 -0.15926 1.83979
H6 -3.76745 1.02756 3.60057
O3 -0.61411 6.66443 -4.19159
C3 -0.88472 5.30344 -3.80429
C4 -0.41183 5.25612 -2.36018
O4 -1.20474 6.05791 -1.55999
H7 -1.01124 6.77826 -5.05982
H8 -1.94315 5.05836 -3.85947
H9 -0.29414 4.64223 -4.46042
H10 0.65040 5.62480 -2.32718
H11 -0.54586 4.21738 -2.02940
H12 -1.21147 6.92177 -1.96619
O5 -2.21671 -0.79748 -4.34774
C5 -2.48049 -1.66546 -3.26071
C6 -1.61805 -2.93611 -3.27958
O6 -0.23979 -2.62088 -3.03139
H13 -1.27248 -0.86900 -4.52324
H14 -2.25484 -1.18590 -2.29189
H15 -3.53199 -1.92514 -3.27353
H16 -1.66240 -3.57171 -4.17920
H17 -1.95025 -3.49822 -2.40765
H18 0.16267 -2.37456 -3.86836
O7 1.68885 -4.59845 3.28580
C7 0.99231 -4.09624 2.16199
C8 1.05055 -5.15821 1.07051
O8 2.37974 -5.27316 0.61739
H19 2.37549 -3.95798 3.48543
H20 0.00813 -3.94076 2.58620
H21 1.45587 -3.19599 1.71279
H22 0.49490 -4.89880 0.17576
H23 0.69278 -6.09208 1.49116
H24 2.96434 -5.66703 1.28554
O9 5.58629 -3.20332 -1.17008
C9 4.46161 -2.69023 -0.51568
C10 3.17350 -2.72294 -1.34782
O10 3.36788 -1.97158 -2.60433
H25 5.66466 -2.63400 -1.94641
H26 4.30951 -3.30151 0.40135
H27 4.63633 -1.67110 -0.11289
H28 2.33339 -2.31218 -0.79889
H29 2.92992 -3.77424 -1.57006
H30 3.07799 -2.58914 -3.27369
O11 0.78930 -0.76976 -5.15673
C11 1.56262 0.25086 -4.49090
C12 0.74741 1.49340 -4.21175
O12 -0.38731 1.29935 -3.36591
H31 0.81740 -0.62392 -6.10513
H32 1.97229 -0.16424 -3.56688
H33 2.39267 0.49934 -5.16416
H34 0.37901 2.02150 -5.11038
H35 1.45914 2.19147 -3.73041
H36 -1.15536 1.15466 -3.93943
O13 -2.42758 3.54193 5.68305
C13 -1.62736 2.38883 5.79698
C14 -0.92899 2.19182 4.49696
O14 -1.87879 1.91590 3.46064
H37 -2.87268 3.46004 4.82868
H38 -0.92662 2.44548 6.64762
H39 -2.24750 1.48364 5.89350
H40 -0.28842 1.30985 4.57262
H41 -0.39607 3.07608 4.17420
H42 -1.51860 2.37074 2.64018
O15 -0.08861 1.25522 -0.64735
C15 0.11963 -0.13116 -0.36083
C16 0.27207 -0.30982 1.14993
O16 1.43658 0.34030 1.63188
H43 -0.32634 1.36178 -1.58606
H44 -0.69988 -0.78152 -0.68479
H45 0.98878 -0.41900 -0.95167
H46 0.43158 -1.39024 1.27870
H47 -0.60781 0.03333 1.69434
H48 1.24499 1.27831 1.73399
O17 3.01053 -1.57032 3.25184
H49 3.62855 -1.00884 3.72520
H50 2.62200 -1.00201 2.58848
O18 2.19484 3.16521 2.47299
H51 2.14194 3.04955 3.43606
H52 3.00838 3.63350 2.29760
O19 -0.70145 3.25267 1.42547
H53 -0.53188 2.62820 0.68874
H54 0.18367 3.55786 1.70599

Which charges does Löwdin predict for the atoms? In e, they are: O -0.0511; C -0.2892; C -0.2644; O -0.0724; H 0.0915; H 0.1206; H 0.1190; H 0.1193; H 0.1223; H 0.0477; O -0.0796; C -0.2302; C -0.2814; O -0.0419; H 0.0842; H 0.1213; H 0.1093; H 0.1363; H 0.1151; H 0.0780; O -0.0714; C -0.2262; C -0.2145; O -0.0827; H 0.0351; H 0.1089; H 0.1175; H 0.1291; H 0.1151; H 0.0451; O -0.0604; C -0.2487; C -0.2380; O -0.0789; H 0.0638; H 0.1169; H 0.0968; H 0.1154; H 0.1159; H 0.0998; O -0.0513; C -0.2733; C -0.1908; O -0.0884; H 0.0817; H 0.1173; H 0.1218; H 0.0919; H 0.1193; H 0.0711; O -0.0839; C -0.1915; C -0.2163; O -0.0811; H 0.1009; H 0.1063; H 0.1295; H 0.1261; H 0.1321; H 0.0925; O -0.0537; C -0.2559; C -0.2548; O -0.1234; H 0.0835; H 0.1318; H 0.1214; H 0.1208; H 0.1110; H 0.0533; O -0.0931; C -0.2035; C -0.2027; O -0.0734; H 0.0466; H 0.1067; H 0.1093; H 0.1026; H 0.1159; H 0.0463; O -0.0420; H 0.0406; H -0.0078; O -0.0313; H 0.0638; H 0.0536; O -0.0468; H 0.0340; H 0.0407